#a
The molecule C3H6N2S. Source: the Open Molecules 2025 dataset; level of theory: ωB97M-V/def2-TZVPD.

SMILES ... NN1CCC1=S
HOMO energy ... -8.4 eV
Gap between HOMO and LUMO ... 9.3332 eV

```
12
Properties=species:S:1:pos:R:3:nbo_charge:R:1
C 1.78 -0.57 0.00 -0.200
C 0.60 -1.57 0.00 -0.466
C -0.31 -0.34 0.00 0.112
H 0.38 2.23 -0.81 0.367
H 0.38 2.17 0.82 0.365
H 2.43 -0.57 0.87 0.197
H 2.41 -0.59 -0.89 0.196
H 0.49 -2.20 0.88 0.233
H 0.49 -2.19 -0.88 0.233
N 0.89 1.85 0.00 -0.633
N 0.76 0.47 0.00 -0.240
S -1.91 -0.01 0.00 -0.164
```

***

#b
The molecule C3H6N2S. Source: the Open Molecules 2025 dataset; level of theory: ωB97M-V/def2-TZVPD.

SMILES ... N/N=C/[C@H]1CS1
HOMO energy ... -8.7 eV
Gap between HOMO and LUMO ... 9.7346 eV

```
12
Properties=species:S:1:pos:R:3:nbo_charge:R:1
C 0.43 -0.53 -0.11 0.045
C -0.90 -0.50 0.69 -0.400
C -1.47 0.74 1.37 -0.493
H 2.06 0.86 -2.39 0.371
H 2.29 -0.72 -1.82 0.345
H 1.15 -1.36 0.00 0.148
H -0.92 -1.39 1.30 0.221
H -1.72 0.61 2.41 0.219
H -1.19 1.78 1.09 0.240
N 1.99 0.21 -1.61 -0.666
N 0.70 0.28 -1.00 -0.230
S -2.43 0.01 0.07 0.200
```

***

Relative to the most stable one, in hartree, the structures come out at #a 0.0000; #b 0.0322.

***

#a
A structure of composition C3H6N2S. Source: the Open Molecules 2025 dataset; level of theory: ωB97M-V/def2-TZVPD.

HOMO energy ... -7.9 eV
Gap between HOMO and LUMO ... 8.4763 eV

```
12
Properties=species:S:1:pos:R:3:nbo_charge:R:1
C 0.21 0.69 0.01 0.217
C -1.93 -0.53 -0.19 -0.007
C -3.30 -0.25 0.17 -0.526
H 3.00 -1.34 0.20 0.138
H 0.80 1.58 -0.02 0.185
H -1.69 1.69 0.20 0.395
H -1.38 -1.37 -0.47 0.243
H -3.74 0.87 0.56 0.219
H -3.94 -1.14 -0.15 0.213
N 0.79 -0.48 0.26 -0.566
N -1.22 0.60 -0.21 -0.580
S 2.50 -0.04 -0.04 0.069
```

***

#b
The molecule C3H6N2S. Source: the Open Molecules 2025 dataset; level of theory: ωB97M-V/def2-TZVPD.

SMILES ... C/N=C\NC=S
HOMO energy ... -8.8 eV
Gap between HOMO and LUMO ... 9.1738 eV

```
12
Properties=species:S:1:pos:R:3:nbo_charge:R:1
C -1.21 -1.22 0.34 -0.463
C -0.45 0.70 -0.89 0.230
C 1.72 0.52 0.19 -0.090
H -0.29 -1.14 0.99 0.197
H -2.03 -0.93 0.95 0.207
H -1.33 -2.27 -0.04 0.218
H -0.49 1.41 -1.73 0.181
H 0.38 1.94 0.50 0.395
H 2.25 1.16 0.96 0.191
N -1.23 -0.33 -0.89 -0.352
N 0.43 1.01 0.15 -0.637
S 2.25 -0.86 -0.52 -0.076
```

***

#c
The molecule C3H6N2S. Source: the Open Molecules 2025 dataset; level of theory: ωB97M-V/def2-TZVPD.

SMILES ... N/N=C/[C@H]1CS1
HOMO energy ... -8.6 eV
Gap between HOMO and LUMO ... 9.5402 eV

```
12
Properties=species:S:1:pos:R:3:nbo_charge:R:1
C -0.12 0.53 0.48 0.024
C 1.15 0.42 -0.29 -0.345
C 1.45 -0.75 -1.09 -0.498
H -2.90 -0.77 0.91 0.359
H -2.41 0.73 1.34 0.339
H -0.24 1.48 1.11 0.164
H 1.98 0.99 0.16 0.238
H 2.45 -1.21 -1.09 0.228
H 0.65 -1.47 -1.15 0.241
N -2.08 -0.22 1.28 -0.636
N -1.02 -0.40 0.41 -0.227
S 1.11 0.67 -2.09 0.113
```

***

#d
The molecule C3H6N2S. Source: the Open Molecules 2025 dataset; level of theory: ωB97M-V/def2-TZVPD.

SMILES ... N/C=C\C(N)=S
HOMO energy ... -8.1 eV
Gap between HOMO and LUMO ... 8.3826 eV

```
12
Properties=species:S:1:pos:R:3:nbo_charge:R:1
C 1.48 1.04 -0.35 0.174
C 1.12 -0.29 -0.62 -0.479
C -0.09 -0.76 -0.02 0.135
H -0.29 1.91 0.04 0.433
H 1.23 2.89 0.77 0.406
H 2.61 1.34 -0.08 0.188
H 1.97 -0.90 -0.69 0.211
H -0.70 -2.75 0.61 0.397
H 0.87 -2.57 -0.35 0.376
N 0.72 2.07 -0.04 -0.758
N -0.11 -2.11 -0.22 -0.779
S -1.56 0.03 0.47 -0.303
```

***

Relative to the most stable one, in hartree, the structures come out at #a 0.1112; #b 0.0000; #c 0.0226; #d 0.0456.

***

#a
A cluster of 2 separate species, C4H10N3O in total. Source: the Open Molecules 2025 dataset; level of theory: ωB97M-V/def2-TZVPD.

HOMO energy ... -13.7 eV
Gap between HOMO and LUMO ... 8.9167 eV
Total charge ... +1

```
18
Properties=species:S:1:pos:R:3:nbo_charge:R:1
C -0.66 -1.12 -0.26 0.449
C 0.93 0.92 -1.35 -0.601
C 0.61 0.85 1.32 -0.653
C 1.04 0.11 0.06 0.225
N 2.25 -0.45 0.11 0.147
N -0.41 -2.42 -0.38 -0.750
N -1.87 -0.60 -0.14 -0.793
O 2.57 -1.60 -0.01 -0.206
H 1.17 0.19 -2.11 0.235
H -0.06 1.40 -1.59 0.244
H 1.65 1.72 -1.14 0.245
H 1.41 1.09 1.92 0.263
H -0.23 0.26 1.74 0.248
H 0.11 1.81 0.94 0.234
H 0.58 -2.66 -0.59 0.440
H -1.09 -3.10 -0.44 0.403
H -1.81 0.46 0.11 0.427
H -2.83 -1.01 -0.09 0.442
```

***

#b
The ion C4H10N3O with charge +1. Source: the Open Molecules 2025 dataset; level of theory: ωB97M-V/def2-TZVPD.

SMILES ... CN/[NH+]=C(C)\N=C\O
HOMO energy ... -13.6 eV
Gap between HOMO and LUMO ... 9.5800 eV
Total charge ... +1

```
18
Properties=species:S:1:pos:R:3:nbo_charge:R:1
C 0.28 0.67 -0.05 0.537
C 2.42 -0.25 0.42 0.531
C 0.48 2.17 0.16 -0.716
C -2.53 -1.56 -0.43 -0.424
N 1.33 -0.21 -0.22 -0.573
N -0.92 0.29 -0.04 -0.286
N -1.18 -1.13 0.13 -0.419
O 3.37 -1.09 0.25 -0.605
H 2.54 0.41 1.32 0.178
H 0.10 2.98 -0.60 0.286
H 1.52 2.29 0.27 0.238
H 0.03 2.60 1.10 0.268
H -2.77 -1.11 -1.37 0.203
H -2.64 -2.57 -0.26 0.240
H -3.24 -0.96 0.20 0.198
H -1.70 0.83 -0.03 0.425
H -0.48 -1.69 -0.27 0.386
H 3.38 -1.69 -0.57 0.533
```

***

Relative to the most stable one, in hartree, the structures come out at #a 0.0875; #b 0.0000.

***

#a
A cluster of 2 separate species, C5H15NO in total. Source: the Open Molecules 2025 dataset; level of theory: ωB97M-V/def2-TZVPD.

SMILES ... CC(C)N(C)C.O
HOMO energy ... -8.6 eV
Gap between HOMO and LUMO ... 9.3674 eV

```
22
Properties=species:S:1:pos:R:3:nbo_charge:R:1
C -0.72 -1.07 -1.03 -0.415
N -0.05 -0.03 -0.25 -0.447
C -1.09 0.86 0.24 -0.445
C 0.62 1.46 -2.22 -0.638
C 1.08 0.67 -0.99 -0.035
C 1.77 1.55 0.07 -0.631
H -1.03 -0.78 -2.04 0.165
H -0.03 -1.91 -1.14 0.194
H -1.61 -1.45 -0.55 0.203
H -1.88 0.31 0.76 0.208
H -1.49 1.58 -0.47 0.168
H -0.87 1.52 1.09 0.198
H 1.40 1.91 -2.81 0.222
H -0.09 2.23 -1.92 0.203
H 0.01 0.78 -2.80 0.206
H 1.69 -0.21 -1.25 0.195
H 2.84 1.67 0.00 0.219
H 1.27 2.53 0.05 0.199
H 1.36 1.17 1.01 0.231
H -0.67 -3.93 4.19 0.461
H -1.42 -4.88 4.94 0.459
O -1.08 -3.98 5.09 -0.920
```

***

#b
A cluster of 2 separate species, C5H15NO in total. Source: the Open Molecules 2025 dataset; level of theory: ωB97M-V/def2-TZVPD.

SMILES ... CC[C@@H](C)CN.O
HOMO energy ... -9.3 eV
Gap between HOMO and LUMO ... 10.1682 eV

```
22
Properties=species:S:1:pos:R:3:nbo_charge:R:1
C 0.75 -1.32 -0.09 -0.226
C 0.61 0.17 0.02 -0.253
C 1.44 0.70 1.21 -0.611
C -0.93 0.46 0.32 -0.393
C -1.96 -0.21 -0.54 -0.625
N 0.20 -2.05 1.09 -0.840
H 0.37 -1.67 -1.08 0.197
H 1.84 -1.61 -0.11 0.166
H 0.86 0.80 -0.86 0.239
H 2.49 0.94 1.03 0.215
H 1.00 1.63 1.60 0.204
H 1.36 0.05 2.08 0.191
H -0.83 1.54 0.18 0.177
H -1.18 0.39 1.39 0.214
H -1.87 0.00 -1.61 0.186
H -2.11 -1.27 -0.34 0.228
H -2.91 0.29 -0.32 0.214
H 0.81 -1.76 1.84 0.348
H 0.37 -3.04 0.92 0.359
H 0.06 2.46 -1.64 0.468
H -0.58 1.48 -2.62 0.471
O 0.20 2.02 -2.47 -0.928
```

***

#c
A cluster of 2 separate species, C5H15NO in total. Source: the Open Molecules 2025 dataset; level of theory: ωB97M-V/def2-TZVPD.

SMILES ... CCCNCC.O
HOMO energy ... -9.1 eV
Gap between HOMO and LUMO ... 9.9381 eV

```
22
Properties=species:S:1:pos:R:3:nbo_charge:R:1
C 0.45 -1.62 -0.19 -0.418
C -0.83 -1.78 -0.97 -0.639
C 0.46 -0.96 1.19 -0.226
N 0.27 0.51 0.91 -0.623
C -0.03 1.37 2.07 -0.218
C -0.49 2.71 1.48 -0.616
H 1.02 -2.63 -0.09 0.211
H 1.19 -1.17 -0.91 0.204
H -1.23 -0.78 -1.27 0.185
H -1.69 -2.25 -0.42 0.210
H -0.91 -2.42 -1.85 0.238
H 1.49 -1.16 1.55 0.192
H -0.21 -1.35 1.97 0.179
H -0.52 0.48 0.25 0.344
H -0.75 0.93 2.77 0.164
H 0.85 1.55 2.71 0.188
H 0.26 3.15 0.82 0.214
H -1.37 2.69 0.84 0.200
H -0.64 3.48 2.24 0.211
H 0.56 -0.44 -2.83 0.466
H -0.29 0.39 -3.75 0.465
O 0.38 -0.31 -3.77 -0.930
```

***

#d
A cluster of 2 separate species, C5H15NO in total. Source: the Open Molecules 2025 dataset; level of theory: ωB97M-V/def2-TZVPD.

SMILES ... CC(C)[C@H](C)N.O
HOMO energy ... -9.3 eV
Gap between HOMO and LUMO ... 10.2150 eV

```
22
Properties=species:S:1:pos:R:3:nbo_charge:R:1
C 1.65 -0.52 -0.06 -0.621
C 0.15 -0.54 0.00 -0.053
C -0.34 -0.77 1.44 -0.205
C -1.81 -1.21 1.47 -0.610
C 0.05 0.37 2.38 -0.626
N -0.41 0.76 -0.47 -0.843
H 2.06 -1.53 0.06 0.207
H 2.10 -0.18 -0.98 0.212
H 2.17 0.04 0.71 0.214
H -0.32 -1.35 -0.56 0.171
H 0.19 -1.66 1.81 0.191
H -1.88 -2.23 1.10 0.212
H -2.46 -0.47 1.01 0.193
H -2.16 -1.26 2.50 0.209
H 1.07 0.14 2.65 0.211
H -0.16 1.36 1.97 0.225
H -0.55 0.39 3.29 0.204
H -0.32 0.73 -1.48 0.363
H -1.40 0.73 -0.27 0.345
H 1.55 1.72 -3.87 0.470
H 0.15 2.26 -3.73 0.469
O 0.63 1.46 -3.99 -0.937
```

***

Relative to the most stable one, in hartree, the structures come out at #a 0.0359; #b 0.0197; #c 0.0260; #d 0.0000.